[1]
The following is a DFT calculation (ωB97M-V/def2-TZVPD) of the molecule C3H3N3OS at a distorted geometry.

Properties
* structure (SMILES): [H]/N=c1/ncnc(S)o1
* E_HOMO: -9.70 eV
* relative energy (zero: lowest compared OMol25 entry of this formula, charge and spin): 40.1 kcal/mol
* net charge: 0
* LUMO: -0.1 eV
* largest force on an atom: 3.13 eV/Å

Each line ends with the natural charge from an NBO analysis.
Atoms and positions in Å:
C 0.84 -0.35 0.49  0.478
C -1.30 0.22 0.96  0.302
C -0.60 0.48 -1.19  0.615
H 2.20 -1.22 2.01  0.155
H -1.98 0.33 1.81  0.193
H 0.21 0.58 -2.85  0.348
N -0.08 -0.28 1.42  -0.585
N -1.63 0.52 -0.25  -0.480
N -0.74 0.80 -2.38  -0.621
O 0.65 0.02 -0.75  -0.493
S 2.43 -1.08 0.73  0.089



[2]
The following is a DFT calculation (ωB97M-V/def2-TZVPD) of a cluster of 2 separate species, C3H3N3S in total at a distorted geometry.

Properties
* structure (SMILES): N=C=C=N.N=C=S
* E_HOMO: -8.66 eV
* relative energy (zero: lowest compared OMol25 entry of this formula, charge and spin): 86.2 kcal/mol
* net charge: 0
* LUMO: -1.0 eV
* largest force on an atom: 5.56 eV/Å

Each line ends with the natural charge from an NBO analysis.
Atoms and positions in Å:
C -1.02 0.47 -0.58  0.171
C 2.12 -0.07 0.03  0.219
C -1.30 -0.34 0.33  0.183
N -0.74 1.46 -1.30  -0.531
N 2.00 0.14 1.17  -0.667
N -1.50 -1.09 1.28  -0.562
S 2.30 -0.25 -1.50  -0.004
H -1.00 1.47 -2.30  0.369
H 1.04 0.21 1.74  0.454
H -1.90 -2.00 1.15  0.369



[3]
The following is a DFT calculation (ωB97M-V/def2-TZVPD) of the molecule C3H3N3S at a distorted geometry.

Properties
* structure (SMILES): N#CN1N=CCS1
* E_HOMO: -8.95 eV
* relative energy (zero: lowest compared OMol25 entry of this formula, charge and spin): 83.8 kcal/mol
* net charge: 0
* LUMO: -1.2 eV
* largest force on an atom: 3.33 eV/Å

Each line ends with the natural charge from an NBO analysis.
Atoms and positions in Å:
C 0.33 0.29 2.47  0.394
C 0.34 0.67 -0.96  0.030
C -0.51 -0.57 -1.27  -0.613
N 0.57 0.02 3.56  -0.321
N 0.60 0.95 0.23  -0.149
N 0.10 0.22 1.17  -0.326
S -1.02 -1.32 0.30  0.294
H 0.83 1.28 -1.81  0.226
H -1.39 -0.46 -1.79  0.236
H 0.15 -1.09 -1.90  0.230



[4]
The following is a DFT calculation (ωB97M-V/def2-TZVPD) of the molecule C3H3N3S at a distorted geometry.

Properties
* E_HOMO (alpha / beta): -5.69 / -10.22 eV
* relative energy (zero: lowest compared OMol25 entry of this formula, charge and spin): 60.8 kcal/mol
* spin multiplicity: 3
* net charge: 0
* LUMO (alpha / beta): 0.4 / -3.0 eV
* largest force on an atom: 8.32 eV/Å

Each line ends with the natural charge from an NBO analysis.
Atoms and positions in Å:
C -1.99 -0.12 -0.21  0.399
C 1.05 1.37 -0.20  -0.291
C 0.30 -1.04 0.26  -0.420
N -3.01 -0.32 -0.67  -0.318
N -0.12 1.28 0.23  -0.233
N -0.59 0.04 0.45  -0.202
S 1.83 -0.16 -0.65  0.306
H 1.74 2.18 -0.21  0.230
H 0.66 -1.21 1.36  0.251
H 0.14 -2.02 -0.36  0.277



[5]
The following is a DFT calculation (ωB97M-V/def2-TZVPD) of a structure of composition C3H3N4 at a distorted geometry.

Properties
* E_HOMO: -17.30 eV
* relative energy (zero: lowest compared OMol25 entry of this formula, charge and spin): 60.5 kcal/mol
* net charge: +1
* LUMO: -7.5 eV
* largest force on an atom: 3.93 eV/Å

Each line ends with the natural charge from an NBO analysis.
Atoms and positions in Å:
C 1.56 0.68 -0.15  0.181
C -0.66 -0.33 -0.11  0.535
C 0.77 -0.44 -0.65  -0.233
N 2.07 1.60 0.30  -0.122
N -0.71 -1.67 0.18  -0.087
N 0.62 -1.69 0.03  0.108
N -1.36 0.60 0.46  -0.613
H 0.74 -0.76 -1.72  0.328
H -1.21 1.55 0.32  0.445
H -1.82 0.46 1.34  0.458



[6]
The following is a DFT calculation (ωB97M-V/def2-TZVPD) of the ion C3H3N4OS with charge -1 at a distorted geometry.

Properties
* structure (SMILES): O=CCSc1nnn[n-]1
* E_HOMO: -4.87 eV
* relative energy (zero: lowest compared OMol25 entry of this formula, charge and spin): 28.4 kcal/mol
* net charge: -1
* LUMO: 3.2 eV
* largest force on an atom: 3.46 eV/Å

Each line ends with the natural charge from an NBO analysis.
Atoms and positions in Å:
C -1.38 -0.48 -0.20  0.037
C 2.05 0.92 -0.54  0.454
C 1.34 -0.29 -0.08  -0.625
N -3.04 -0.68 1.05  -0.171
N -1.60 0.77 0.25  -0.393
N -2.66 0.58 1.08  -0.165
N -2.18 -1.36 0.31  -0.375
O 2.69 1.57 0.22  -0.533
S -0.02 -0.96 -1.19  0.172
H 2.07 1.24 -1.72  0.092
H 1.95 -1.13 -0.07  0.234
H 0.79 -0.19 0.88  0.276



[7]
The following is a DFT calculation (ωB97M-V/def2-TZVPD) of the molecule C3H3N5 at a distorted geometry.

Properties
* structure (SMILES): [H]/N=c1/nccnnn1
* E_HOMO: -9.93 eV
* relative energy (zero: lowest compared OMol25 entry of this formula, charge and spin): 109.8 kcal/mol
* net charge: 0
* LUMO: -0.8 eV
* largest force on an atom: 8.62 eV/Å

Each line ends with the natural charge from an NBO analysis.
Atoms and positions in Å:
C -0.43 0.93 -0.06  0.457
C -0.94 -1.03 0.40  0.094
C 0.53 -1.10 0.43  -0.017
H 0.56 2.54 -0.17  0.351
H -1.66 -1.99 0.24  0.221
H 0.94 -1.56 1.51  0.227
N 0.05 2.02 0.53  -0.617
N -1.42 0.05 0.28  -0.366
N 1.51 -0.45 -0.25  -0.202
N 0.92 -0.07 -1.46  0.022
N -0.06 0.66 -1.44  -0.171



[8]
The following is a DFT calculation (ωB97M-V/def2-TZVPD) of the molecule C3H3N5 at a distorted geometry.

Properties
* structure (SMILES): [H]/N=c1\cncnnn1
* E_HOMO: -10.01 eV
* relative energy (zero: lowest compared OMol25 entry of this formula, charge and spin): 114.4 kcal/mol
* net charge: 0
* LUMO: -2.0 eV
* largest force on an atom: 7.58 eV/Å

Each line ends with the natural charge from an NBO analysis.
Atoms and positions in Å:
C 1.06 -0.29 -0.11  0.258
C 0.40 1.00 -0.31  0.084
C -1.77 0.31 0.18  0.205
H 2.48 0.41 0.70  0.321
H 1.14 1.61 -0.77  0.207
H -2.46 0.68 0.83  0.196
N 2.20 -0.51 0.54  -0.502
N -0.91 1.12 -0.49  -0.402
N -1.67 -1.03 0.60  -0.257
N -0.84 -1.77 -0.42  0.030
N 0.37 -1.54 -0.73  -0.140



[9]
The following is a DFT calculation (ωB97M-V/def2-TZVPD) of the molecule C3H3N5 at a distorted geometry.

Properties
* structure (SMILES): c1n[nH]c2n[nH]nc12
* E_HOMO: -9.28 eV
* relative energy (zero: lowest compared OMol25 entry of this formula, charge and spin): 26.6 kcal/mol
* net charge: 0
* LUMO: 0.9 eV
* largest force on an atom: 3.17 eV/Å

Each line ends with the natural charge from an NBO analysis.
Atoms and positions in Å:
C 1.33 1.10 -0.01  -0.057
C -0.05 0.76 0.03  -0.036
C -0.08 -0.66 0.12  0.216
H 1.56 -2.06 0.02  0.423
H 1.88 2.00 -0.04  0.226
H -3.06 0.00 0.07  0.412
N 1.18 -1.10 -0.03  -0.373
N 2.01 -0.02 -0.05  -0.215
N -1.39 1.14 -0.01  -0.216
N -2.02 -0.01 -0.06  -0.104
N -1.37 -1.15 -0.05  -0.277



[10]
The following is a DFT calculation (ωB97M-V/def2-TZVPD) of the molecule C3H3N5S at a distorted geometry.

Properties
* structure (SMILES): C=C/N=N/N=N\N=C=S
* E_HOMO: -8.43 eV
* relative energy (zero: lowest compared OMol25 entry of this formula, charge and spin): 110.3 kcal/mol
* net charge: 0
* LUMO: -1.6 eV
* largest force on an atom: 2.02 eV/Å

Each line ends with the natural charge from an NBO analysis.
Atoms and positions in Å:
C 2.20 -1.06 -0.04  0.158
C -1.71 0.16 0.67  -0.096
C -2.05 -0.18 -0.57  -0.345
N 2.66 -0.06 -0.53  -0.316
N 2.45 1.27 -0.52  -0.114
N 1.31 1.56 -0.01  0.058
N -0.41 0.34 1.15  -0.092
N 0.48 0.74 0.44  0.070
S 1.85 -2.60 0.14  0.004
H -2.37 0.29 1.57  0.227
H -3.12 -0.26 -0.96  0.232
H -1.28 -0.20 -1.35  0.214



[11]
The following is a DFT calculation (ωB97M-V/def2-TZVPD) of the molecule C3H3NO at a distorted geometry.

Properties
* structure (SMILES): N#CCC=O
* E_HOMO: -10.67 eV
* relative energy (zero: lowest compared OMol25 entry of this formula, charge and spin): 38.1 kcal/mol
* net charge: 0
* LUMO: 0.2 eV
* largest force on an atom: 3.63 eV/Å

Each line ends with the natural charge from an NBO analysis.
Atoms and positions in Å:
O 0.03 -2.05 0.84  -0.471
C -0.16 -1.14 0.08  0.470
C 0.63 0.15 -0.03  -0.612
C -0.53 1.03 -0.17  0.226
N -1.19 1.97 -0.14  -0.261
H -1.20 -0.66 -0.49  0.101
H 1.22 0.26 -0.94  0.276
H 1.21 0.44 0.85  0.271



[12]
The following is a DFT calculation (ωB97M-V/def2-TZVPD) of the molecule C3H3NO at a distorted geometry.

Properties
* E_HOMO (alpha / beta): -8.21 / -8.16 eV
* relative energy (zero: lowest compared OMol25 entry of this formula, charge and spin): 91.3 kcal/mol
* net charge: 0
* LUMO (alpha / beta): 0.1 / -0.1 eV
* largest force on an atom: 4.09 eV/Å

Each line ends with the natural charge from an NBO analysis.
Atoms and positions in Å:
C -1.00 1.31 0.04  0.105
C 1.34 0.23 0.10  0.491
C -0.02 -0.76 -0.09  -0.335
N -1.10 0.12 -0.06  -0.393
O 2.48 -0.08 0.01  -0.503
H -1.73 2.08 0.19  0.190
H -0.10 -1.60 -0.92  0.231
H 0.13 -1.30 0.74  0.214



[13]
The following is a DFT calculation (ωB97M-V/def2-TZVPD) of a cluster of 2 separate species, C3H3NO in total at a distorted geometry.

Properties
* structure (SMILES): C=C=O.C#N
* E_HOMO: -9.08 eV
* relative energy (zero: lowest compared OMol25 entry of this formula, charge and spin): 53.1 kcal/mol
* net charge: 0
* LUMO: 0.2 eV
* largest force on an atom: 2.32 eV/Å

Each line ends with the natural charge from an NBO analysis.
Atoms and positions in Å:
O -2.13 0.69 0.49  -0.437
C -1.32 -0.03 0.06  0.716
C -0.29 -0.84 -0.11  -0.760
C 1.14 0.82 -0.07  0.055
N 2.12 0.50 0.46  -0.355
H 0.40 1.40 -0.59  0.211
H 0.11 -1.17 -1.04  0.277
H -0.03 -1.37 0.80  0.293



[14]
The following is a DFT calculation (ωB97M-V/def2-TZVPD) of the molecule C3H3NO at a distorted geometry.

Properties
* structure (SMILES): [H]/N=C(/O)C#C
* E_HOMO: -10.43 eV
* relative energy (zero: lowest compared OMol25 entry of this formula, charge and spin): 96.8 kcal/mol
* net charge: 0
* LUMO: -0.1 eV
* largest force on an atom: 3.71 eV/Å

Each line ends with the natural charge from an NBO analysis.
Atoms and positions in Å:
N -1.10 1.10 1.12  -0.669
C -0.59 0.96 0.02  0.764
O -0.54 1.47 -1.14  -0.666
H -0.97 0.46 1.89  0.414
C 0.47 -0.54 -0.39  -0.419
C 1.05 -1.58 -0.12  -0.197
H 1.55 -2.50 0.07  0.233
H 0.12 0.63 -1.46  0.539



[15]
The following is a DFT calculation (ωB97M-V/def2-TZVPD) of the molecule C3H3NO at a distorted geometry.

Properties
* structure (SMILES): N#C[C@@H]1CO1
* E_HOMO: -11.09 eV
* relative energy (zero: lowest compared OMol25 entry of this formula, charge and spin): 44.8 kcal/mol
* net charge: 0
* LUMO: 0.8 eV
* largest force on an atom: 5.09 eV/Å

Each line ends with the natural charge from an NBO analysis.
Atoms and positions in Å:
C -1.10 -0.10 0.25  0.241
C 0.29 -0.32 0.57  -0.083
C 1.23 0.73 0.05  -0.101
H 0.70 -0.81 1.45  0.237
H 2.16 0.60 0.68  0.208
H 0.83 1.65 -0.47  0.231
N -2.15 0.17 -0.26  -0.274
O 1.10 -0.57 -0.64  -0.458



[16]
The following is a DFT calculation (ωB97M-V/def2-TZVPD) of the molecule C3H3NO at a distorted geometry.

Properties
* structure (SMILES): N#C[C@@H]1CO1
* E_HOMO: -11.71 eV
* relative energy (zero: lowest compared OMol25 entry of this formula, charge and spin): 49.9 kcal/mol
* net charge: 0
* LUMO: 0.7 eV
* largest force on an atom: 4.93 eV/Å

Each line ends with the natural charge from an NBO analysis.
Atoms and positions in Å:
C -2.35 0.06 0.06  0.211
C 0.16 -0.11 -0.46  -0.118
C -0.82 -0.38 0.53  0.041
N -3.46 0.12 -0.20  -0.322
O -0.31 -1.44 -0.13  -0.427
H -0.27 0.34 -1.30  0.199
H 1.13 0.21 -0.11  0.197
H -0.51 -0.09 1.54  0.219



[17]
The following is a DFT calculation (ωB97M-V/def2-TZVPD) of a cluster of 2 separate species, C3H3NO2 in total at a distorted geometry.

Properties
* E_HOMO (alpha / beta): -9.43 / -9.35 eV
* relative energy (zero: lowest compared OMol25 entry of this formula, charge and spin): 210.4 kcal/mol
* net charge: 0
* LUMO (alpha / beta): -0.3 / -1.2 eV
* largest force on an atom: 3.97 eV/Å

Each line ends with the natural charge from an NBO analysis.
Atoms and positions in Å:
C 2.05 0.21 2.14  0.103
C 2.36 0.69 0.90  0.470
C -0.20 -0.11 0.23  -0.474
N 1.45 -0.25 3.04  -0.214
O 3.32 0.52 -0.02  -0.202
O 2.81 1.85 0.34  -0.200
H -0.81 0.13 1.08  0.180
H 0.45 -0.87 0.33  0.154
H -0.53 0.24 -0.79  0.184



[18]
The following is a DFT calculation (ωB97M-V/def2-TZVPD) of a cluster of 2 separate species, C3H3NO2 in total at a distorted geometry.

Properties
* structure (SMILES): N#CC(=O)C=O.[H][H]
* E_HOMO: -11.10 eV
* relative energy (zero: lowest compared OMol25 entry of this formula, charge and spin): 79.9 kcal/mol
* net charge: 0
* LUMO: -1.9 eV
* largest force on an atom: 1.11 eV/Å

Each line ends with the natural charge from an NBO analysis.
Atoms and positions in Å:
O -0.06 1.11 -1.36  -0.405
C 0.10 0.12 -0.70  0.394
C -1.07 -0.68 -0.08  0.340
O -2.20 -0.44 -0.40  -0.415
C 1.43 -0.44 -0.40  0.148
N 2.45 -0.96 -0.18  -0.214
H 0.00 1.64 0.97  0.031
H 0.13 1.12 1.48  -0.018
H -0.79 -1.46 0.66  0.138



[19]
The following is a DFT calculation (ωB97M-V/def2-TZVPD) of the molecule C3H3NO2 at a distorted geometry.

Properties
* structure (SMILES): N#C[C@@H](O)C=O
* E_HOMO: -11.35 eV
* relative energy (zero: lowest compared OMol25 entry of this formula, charge and spin): 72.9 kcal/mol
* net charge: 0
* LUMO: -0.3 eV
* largest force on an atom: 5.37 eV/Å

Each line ends with the natural charge from an NBO analysis.
Atoms and positions in Å:
C -1.55 -0.10 -0.15  0.177
C 0.89 -0.74 -0.25  0.369
C 0.14 0.54 -0.32  0.048
N -2.62 -0.28 0.18  -0.349
O 1.42 -1.07 0.78  -0.500
O 0.23 1.33 0.81  -0.642
H 0.89 -1.51 -1.17  0.153
H 0.22 1.13 -1.36  0.258
H 0.39 0.70 1.47  0.487



[20]
The following is a DFT calculation (ωB97M-V/def2-TZVPD) of the molecule C3H3NO2 at a distorted geometry.

Properties
* structure (SMILES): N#CC(=O)CO
* E_HOMO: -11.20 eV
* relative energy (zero: lowest compared OMol25 entry of this formula, charge and spin): 45.1 kcal/mol
* net charge: 0
* LUMO: -1.0 eV
* largest force on an atom: 1.76 eV/Å

Each line ends with the natural charge from an NBO analysis.
Atoms and positions in Å:
O -1.80 0.21 0.29  -0.694
C -0.55 0.70 -0.13  -0.155
C 0.33 -0.53 -0.01  0.468
O -0.19 -1.63 0.01  -0.470
C 1.76 -0.39 0.17  0.163
N 2.89 -0.22 0.31  -0.210
H -1.71 -0.73 0.09  0.483
H -0.57 1.05 -1.19  0.204
H -0.16 1.54 0.46  0.210